one | C5H11NO2 | the ωB97M-V functional and the def2-TZVPD basis

Element x y z (Å)
C: -1.5066 -1.3163 0.4599
C: -1.2623 -0.0323 -0.2710
O: -1.4111 0.1171 -1.4682
C: -1.2949 1.2557 0.6115
O: -1.1531 2.3939 -0.1860
H: -2.0843 -1.9951 -0.1628
H: -1.9902 -1.1713 1.4217
H: -0.5331 -1.7728 0.6447
H: -2.2663 1.2758 1.1288
H: -0.5096 1.2196 1.3729
H: -1.2339 2.0787 -1.1062
C: 2.0930 -1.3762 0.0777
C: 1.7519 -0.3575 -0.7237
N: 1.6417 0.9454 -0.3008
H: 2.5136 -1.1926 1.0542
H: 2.1611 -2.3796 -0.3026
H: 1.3653 -0.5429 -1.7170
H: 2.2308 1.2062 0.4765
H: 1.4878 1.6443 -1.0092

Values from the calculation:
LUMO energy = 0.9 eV
charge = 0

Löwdin population analysis, charges in e, atoms 1 to 5: atom 1 (C): -0.0068, atom 2 (C): -0.4240, atom 3 (O): 0.0648, atom 4 (C): -0.2216, atom 5 (O): -0.0715

=====

two | C5H11NO2 | the ωB97M-V functional and the def2-TZVPD basis

Element x y z (Å)
C: -0.5497 -1.1563 0.7221
C: 0.1939 -0.8163 -0.5329
C: 1.2479 0.2852 -0.2808
C: 2.2737 -0.0867 0.7299
O: 2.7862 -1.1356 0.9225
N: -0.6049 -0.4296 -1.6135
C: -1.6820 0.3378 -1.1854
O: -1.0999 1.5840 0.9390
H: 0.0703 -1.5316 1.5184
H: -1.4586 -1.7268 0.5630
H: -0.8625 -0.1173 0.7960
H: 0.8831 -1.5936 -0.9071
H: 2.2656 -0.0530 -0.7145
H: 1.0305 1.3191 -0.5104
H: 2.4797 0.7340 1.4542
H: -2.5030 -0.1753 -0.6981
H: -2.0774 0.9420 -2.0045
H: -1.2711 1.0721 -0.3145
H: -1.1218 2.5477 1.1165

Values from the calculation:
LUMO energy = -2.2 eV
charge = 0

Löwdin population analysis, charges in e, atoms 1 to 5: atom 1 (C): -0.0379, atom 2 (C): -0.4536, atom 3 (C): -0.0568, atom 4 (C): -0.3591, atom 5 (O): 0.0709

=====

three | C5H11NO2 | the ωB97M-V functional and the def2-TZVPD basis

Element x y z (Å)
H: 0.1943 -1.2856 -1.7140
N: -0.2132 -0.3829 -1.9566
C: -0.3125 0.4019 -0.9745
C: -0.7639 1.8130 -1.2102
C: 0.3754 -0.0258 0.5476
C: 1.7454 0.6176 0.6442
O: -0.4910 0.4787 1.4919
O: 0.5373 -1.4034 0.5852
C: -0.6339 -2.1795 0.8205
H: -1.4702 2.1204 -0.4384
H: -1.1942 1.9072 -2.2051
H: 0.0936 2.4876 -1.1415
H: 2.1638 0.3663 1.6183
H: 1.6486 1.6968 0.5811
H: 2.3913 0.2378 -0.1420
H: -1.3064 0.3289 0.8755
H: -1.4342 -1.9127 0.1204
H: -0.3384 -3.2127 0.6511
H: -0.9919 -2.0535 1.8464

Values from the calculation:
LUMO energy = 0.7 eV
charge = 0

Löwdin population analysis, charges in e, atoms 1 to 5: atom 1 (H): 0.0581, atom 2 (N): 0.1486, atom 3 (C): -0.3245, atom 4 (C): -0.0463, atom 5 (C): -0.6016

=====

four | C5H11NO2 | the ωB97M-V functional and the def2-TZVPD basis

Element x y z (Å)
C: 1.2896 -0.3949 -0.0194
C: 2.0710 0.6811 -0.7262
C: 1.1242 -0.3998 1.3806
H: 1.2230 -1.3472 -0.5417
H: -0.0509 -0.0085 -0.4775
H: 1.0469 -1.3615 1.8789
H: 3.1383 0.4445 -0.6708
H: 1.9184 1.6515 -0.2510
H: 1.7952 0.7667 -1.7771
H: -0.1540 0.0411 1.4396
H: 1.6467 0.3675 1.9467
C: -1.1832 0.4556 -0.2428
C: -2.5837 -1.3751 -0.4916
O: -1.1660 1.7270 -0.8287
N: -1.9828 -0.4271 -1.0740
O: -1.2804 0.4257 1.0571
H: -1.1293 2.3515 -0.0938
H: -2.5498 -1.5381 0.5890
H: -3.1730 -2.0601 -1.0972

Values from the calculation:
LUMO energy = 0.3 eV
charge = 0

Löwdin population analysis, charges in e, atoms 1 to 5: atom 1 (C): -0.2429, atom 2 (C): -0.0817, atom 3 (C): -0.0863, atom 4 (H): 0.1259, atom 5 (H): 0.1010

=====

Stability summary: most stable one, least stable two.